(1)
Here is one molecule with the formula C39H47N6O2PS from the OMol25 dataset. Energies are from the ωB97M-V functional and the def2-TZVPD basis.

```
96
Properties=species:S:1:pos:R:3:mulliken_charge:R:1
C 5.49594 -4.00926 0.60594 -0.99
N 5.37077 -3.25313 1.84586 0.10
C 5.72946 -4.08586 2.99181 -0.95
C 4.34063 -2.27192 1.93807 -0.16
C 3.04576 -2.59651 2.37230 -0.23
C 2.04201 -1.62657 2.34967 -0.50
C 2.30066 -0.33999 1.80965 1.04
C 1.17782 0.69321 1.66092 -0.13
C 0.65724 1.05834 2.95600 0.53
C -0.03435 2.31299 3.13883 -0.41
O -0.42239 3.07667 2.23536 -0.67
N -0.26669 2.66376 4.50936 0.03
C -0.81858 4.00150 4.70954 -1.09
C -0.78752 1.67051 5.34509 0.01
S -1.94278 1.91383 6.52582 -0.31
N -0.21064 0.43368 5.08960 0.34
C -0.32004 -0.59134 6.13456 -1.10
C 0.96963 0.49561 4.29638 -0.30
O 2.06141 0.17545 4.76365 -0.64
C 3.61874 0.01528 1.51386 -0.50
C 4.63621 -0.92573 1.59102 -0.68
H 5.34331 -3.34550 -0.25011 0.30
H 6.50572 -4.42644 0.59144 0.35
H 4.76821 -4.83701 0.57180 0.30
H 5.81896 -3.49153 3.90418 0.30
H 5.01251 -4.90314 3.15756 0.33
H 6.70042 -4.53232 2.75986 0.32
H 2.81677 -3.62156 2.69292 0.31
H 1.03010 -1.89290 2.67256 0.42
H 1.50769 1.62201 1.10967 0.50
H -0.77684 4.22518 5.77451 0.44
H -0.21150 4.70187 4.13114 0.32
H -1.86036 4.02381 4.36527 0.35
H 0.16581 -1.50617 5.80744 0.32
H 0.11290 -0.23835 7.07621 0.34
H -1.38608 -0.76888 6.31284 0.40
H 3.82499 1.05647 1.20865 0.41
H 5.66471 -0.64074 1.39109 0.43
C -1.21706 5.47644 -4.93151 -1.18
N -0.17451 4.50462 -4.70497 0.02
C 0.86412 4.53288 -5.72054 -1.05
C -0.05624 3.80932 -3.53889 1.92
C 1.10375 3.04287 -3.24548 -0.91
C 1.16259 2.21387 -2.14707 -0.56
C 0.04477 2.03119 -1.30295 -0.57
P 0.08948 0.61611 -0.12981 2.86
C -1.68382 0.37814 0.15694 -0.70
C -2.52351 -0.20341 -0.80985 -1.00
C -3.90022 -0.12951 -0.70163 -0.93
C -4.51811 0.38547 0.47272 1.68
N -5.87046 0.44521 0.57285 0.12
C -6.55388 0.81784 1.78675 -0.98
C -6.71754 -0.02385 -0.49921 -1.05
C -3.66574 0.89263 1.48444 -1.05
C -2.29950 0.93099 1.29221 -0.85
C 0.45375 -0.74622 -1.30187 0.15
C 0.92079 -1.96561 -0.78240 -0.86
C 1.07144 -3.09797 -1.56853 -1.19
C 0.62585 -3.10634 -2.91701 1.77
N 0.57160 -4.24687 -3.65415 0.12
C -0.08246 -4.26250 -4.94455 -1.12
C 1.24723 -5.46949 -3.28836 -0.95
C 0.14142 -1.88185 -3.44374 -0.53
C 0.10991 -0.72590 -2.67856 -1.11
C -1.06157 2.88293 -1.50299 -0.89
C -1.11209 3.76213 -2.58477 -0.64
H -1.53490 5.94709 -3.99221 0.39
H -0.79576 6.23716 -5.59042 0.40
H -2.09392 5.02583 -5.41538 0.28
H 1.62001 3.75703 -5.58703 0.28
H 0.40961 4.39070 -6.70805 0.37
H 1.35768 5.51395 -5.70768 0.37
H 1.96809 3.10066 -3.91186 0.16
H 2.08176 1.67007 -1.93506 0.42
H -2.08450 -0.70556 -1.66471 0.30
H -4.50599 -0.46264 -1.53985 0.28
H -5.92362 1.41583 2.44984 0.32
H -7.42286 1.41434 1.50009 0.33
H -6.90057 -0.06641 2.34267 0.32
H -6.31725 0.29276 -1.46529 0.33
H -6.81159 -1.11991 -0.50188 0.31
H -7.70188 0.42826 -0.35136 0.32
H -4.06987 1.31727 2.40303 0.21
H -1.70101 1.42115 2.03753 0.80
H 1.17310 -2.03827 0.26923 0.24
H 1.46602 -4.00373 -1.11104 0.07
H -0.99567 -3.66049 -4.90891 0.37
H 0.56555 -3.86073 -5.73673 0.32
H -0.34071 -5.29927 -5.17058 0.32
H 1.56404 -5.47529 -2.24417 0.31
H 0.55539 -6.30002 -3.44767 0.32
H 2.13500 -5.63150 -3.91507 0.32
H -0.24088 -1.84686 -4.46113 0.40
H -0.21716 0.20022 -3.14620 0.42
H -1.89764 2.85179 -0.79799 0.43
H -1.99106 4.38816 -2.71950 0.28
```

Summary:
Maximum force in eV Å⁻¹: 2.89
E_tot in eV: -74362.5002

=====

(2)
Here is C8H28O16Zn as an isolated structure from the OMol25 dataset. Energies are from the ωB97M-V functional and the def2-TZVPD basis.

```
53
Properties=species:S:1:pos:R:3:mulliken_charge:R:1
Zn -1.76649 2.12739 1.99859 0.26
C -0.18566 -0.58177 -0.45333 -0.30
C -0.84724 0.39913 0.49708 1.21
O -0.22611 0.92086 1.46051 -0.59
O -2.02594 0.80439 0.29075 -0.96
H -0.39936 -1.58313 -0.07584 0.37
H 0.89680 -0.48075 -0.44080 0.25
H -0.63143 -0.36207 -1.42090 0.02
C 0.93106 2.60234 -1.75210 -0.03
C 0.36546 2.46567 -3.18368 0.34
O -0.90239 2.38502 -3.28623 -0.69
O 1.06766 2.40115 -4.21407 -0.73
H 1.64617 3.42309 -1.75997 0.37
H 1.37219 1.60812 -1.63293 -0.09
H 0.17912 2.67592 -0.96730 -0.08
C -2.05755 -2.06194 -3.85506 -0.41
C -1.97389 -0.86598 -4.80621 0.56
O -0.88459 -0.29940 -5.02114 -0.65
O -3.06474 -0.59223 -5.40038 -0.80
H -3.11294 -2.28577 -3.68375 0.30
H -1.67304 -1.76362 -2.87673 -0.18
H -1.64606 -2.95737 -4.32275 0.23
C -0.51240 2.12131 5.74881 -1.13
C -1.07402 2.15816 4.32182 1.27
O -0.75908 3.08069 3.50209 -0.70
O -1.77598 1.20522 3.92538 -0.65
H -0.89953 2.94045 6.35507 0.33
H 0.54542 2.40451 5.72745 0.31
H -0.49581 1.15800 6.24987 0.32
O -0.85612 -3.61576 2.80239 -0.67
H -0.21493 -3.83613 2.10146 0.41
H -1.08195 -2.69415 2.64680 0.31
O 1.30410 -0.80758 -3.08350 -0.59
H 0.86935 0.04199 -3.27567 0.12
H 1.05900 -1.37081 -3.82325 0.29
O 2.15591 0.36583 3.44091 -0.63
H 1.28528 0.61158 3.09943 0.32
H 2.04437 0.26850 4.39036 0.28
O 3.09431 -1.35121 1.04885 -0.57
H 2.78493 -0.73515 1.72503 0.26
H 3.29899 -2.16054 1.52689 0.30
O 1.97096 -2.70778 -1.26345 -0.73
H 2.59800 -2.38666 -0.59523 0.47
H 1.51682 -1.89546 -1.58963 0.32
O 2.72649 2.20344 0.86333 -0.63
H 2.11431 1.46092 0.87537 0.12
H 2.20337 2.94725 1.17408 0.36
O 0.79231 -4.34209 0.66176 -0.70
H 0.78682 -3.56992 0.07120 0.47
H 1.59485 -4.81218 0.42748 0.27
O -4.36120 1.90376 -1.18151 -0.68
H -4.23151 1.90584 -2.13655 0.36
H -3.54407 1.52889 -0.83083 0.41
```

Summary:
Maximum force in eV Å⁻¹: 3.83
E_tot in eV: -89931.1201
Total charge: -2

=====

(3)
Here is one molecule with the formula C3H4N2O2 from the OMol25 dataset. Energies are from the ωB97M-V functional and the def2-TZVPD basis.

```
11
Properties=species:S:1:pos:R:3:mulliken_charge:R:1
C 0.04917 1.00820 -0.83049 -0.70
C -0.23348 0.00681 0.27305 0.86
C -0.93498 -1.22236 0.27867 -0.54
H 1.80208 0.60319 -1.53273 0.33
H -0.35501 0.77957 -1.74546 0.43
H -0.11636 2.00976 -0.51475 0.22
H -1.16401 -1.84199 -0.54233 0.34
N -0.83760 -1.70283 1.65158 -0.11
N -0.07965 -1.07627 2.27707 -0.03
O 1.50582 1.23142 -0.74635 -0.51
O 0.36403 0.20449 1.43174 -0.28
```

Summary:
Relative energy (zero: lowest compared OMol25 entry of this formula, charge and spin) in kcal per mole: 114.39
SMILES string: OCc1cnno1
Maximum force in eV Å⁻¹: 5.48
E_tot in eV: -10247.3046

=====

> Look up the E_tot of the first one.

-74362.5002 eV

=====

> Number 2 is which compound?

C8H28O16Zn

=====

> What is the maximum force in the first record?

2.89 eV Å⁻¹